(1)
Computed, not measured: a molecular structure, C11H19AsF6GeN5SSn, with wB97M-V/def2-TZVPD.

Properties
Spin multiplicity: 2
HOMO-LUMO gap (spin up / spin down) (hartree): 0.2943 / 0.2014
Highest occupied orbital energy (spin up / spin down) (eV): -8.34 / -8.44
⟨S²⟩: 0.762

Geometry (Å):
1 C -1.912 -0.067 -1.973
2 N 1.342 -0.024 2.621
3 C -0.135 -0.479 5.174
4 C 0.959 4.378 -1.189
5 F 4.710 -0.768 -1.211
6 S -0.863 -0.622 1.219
7 H -1.595 -0.671 3.654
8 H 1.762 0.007 1.696
9 H -4.879 -1.077 -3.082
10 N 0.059 2.039 -0.848
11 F 4.332 -0.028 1.156
12 H -2.065 -4.227 -1.638
13 H 0.205 0.499 5.504
14 C -4.465 -1.866 -2.452
15 H -2.081 -3.142 -4.695
16 N -0.626 -0.454 3.797
17 As 3.662 0.291 -0.394
18 H -2.501 0.407 -1.184
19 C 1.464 5.116 -0.077
20 C -1.800 -2.158 -4.317
21 N 1.867 5.720 0.819
22 H -1.788 0.620 -2.811
23 H 0.666 -1.205 5.295
24 C -1.832 -3.225 -1.274
25 H -0.748 -3.150 -1.160
26 F 2.426 1.310 0.393
27 H -4.803 -1.709 -1.426
28 C 0.501 3.110 -1.011
29 C 0.923 4.973 -2.486
30 H -0.709 -2.091 -4.305
31 H -2.289 -3.096 -0.292
32 H -0.961 -0.782 5.809
33 Sn 0.206 -0.092 -1.056
34 H 2.442 -0.319 4.420
35 Ge -2.503 -1.864 -2.517
36 H -4.842 -2.829 -2.802
37 F 2.759 0.587 -1.861
38 F 4.638 1.661 -0.624
39 C 2.223 0.456 3.689
40 N 0.892 5.457 -3.533
41 H 3.153 0.748 3.214
42 H -2.182 -1.400 -5.003
43 F 2.519 -1.038 -0.089
44 C 0.068 -0.325 2.666
45 H 1.800 1.328 4.184

Okay, here come the Mulliken numbers, in e, for every atom: -1.32 0.13 -0.95 0.10 -0.44 -0.44 0.26 -0.07 0.36 -0.51 -0.49 0.37 0.29 -1.16 0.36 -0.20 1.98 0.54 0.11 -1.12 -0.45 0.48 0.32 -1.12 0.34 -0.53 0.36 0.67 0.00 0.35 0.32 0.36 0.81 0.35 0.54 0.37 -0.47 -0.45 -1.05 -0.43 0.28 0.36 -0.50 0.92 0.39

***

(2)
Computed, not measured: a gas-phase ion, C3H9N2 (charge +1), with wB97M-V/def2-TZVPD.

Properties
SMILES string: CC/[NH+]=C/N
HOMO-LUMO gap (hartree): 0.4210
Total charge: +1
Highest occupied orbital energy (eV): -15.27

Geometry (Å):
1 H 2.962 -1.070 -0.830
2 N 2.245 -0.900 -0.142
3 H -1.510 0.026 -1.178
4 H -1.978 1.677 1.285
5 H 2.287 -1.442 0.709
6 C -1.103 0.589 -0.331
7 H 1.100 0.196 -1.511
8 H -3.116 1.059 0.152
9 C 1.141 -0.315 -0.551
10 N 0.076 -0.101 0.175
11 H -2.286 -0.041 1.362
12 C -2.220 0.805 0.697
13 H -0.028 -0.647 1.024
14 H -0.865 1.527 -0.782

Okay, here come the Mulliken numbers, in e, for every atom: 0.27 -0.31 0.36 0.34 0.25 -0.40 0.34 0.34 0.19 -0.16 0.37 -1.20 0.26 0.35

***

(3)
Computed, not measured: C23H26N2O4S in the gas phase, with wB97M-V/def2-TZVPD.

Properties
SMILES string: Cc1ccccc1S(=O)(=O)Cc1ccc(C(=O)NCCN(C)Cc2ccccc2)o1
HOMO-LUMO gap (hartree): 0.3446
Highest occupied orbital energy (eV): -8.93

Geometry (Å):
1 H 3.810 1.835 1.588
2 H -2.073 -0.472 3.667
3 O -1.700 -3.010 0.889
4 C 2.442 -3.011 -0.345
5 H 2.992 0.322 -2.978
6 C 2.073 1.098 -1.220
7 O 4.646 -0.683 -1.522
8 H 0.260 3.665 0.062
9 C -2.225 -0.929 2.687
10 C -2.356 -1.230 -3.102
11 C -3.482 -0.434 -2.993
12 C -2.074 2.149 2.325
13 C -2.998 0.002 1.743
14 C 2.004 2.839 0.986
15 C -2.635 1.669 0.045
16 H 2.084 -0.860 -2.072
17 C 3.044 1.053 -0.228
18 H -3.927 0.334 2.236
19 C 3.014 1.903 0.863
20 C -1.319 -1.080 -2.196
21 C -1.408 -0.136 -1.190
22 H -4.465 1.111 -1.888
23 C 3.984 -1.403 0.966
24 O 5.570 0.621 0.344
25 C -0.803 -2.257 1.215
26 C 1.074 2.061 -1.088
27 H -4.295 -0.546 -3.696
28 C 1.038 2.919 -0.004
29 H -3.671 2.048 0.118
30 H -0.441 -1.704 -2.271
31 H 1.979 3.505 1.834
32 H -2.287 -1.968 -3.887
33 C 1.052 -3.241 -0.274
34 H 1.216 0.357 -3.025
35 H -3.043 2.626 2.543
36 H -2.793 -1.854 2.807
37 O 1.582 -1.647 1.197
38 H 3.151 -3.493 -0.985
39 H -1.988 2.520 -0.194
40 N -0.935 -1.278 2.144
41 H 4.821 -2.095 0.937
42 H -3.265 -0.578 0.858
43 C 2.720 -2.042 0.582
44 H -1.689 1.718 3.248
45 C 0.566 -2.390 0.684
46 H 3.916 -0.917 1.935
47 H -0.213 -0.578 2.201
48 N -2.174 1.121 1.312
49 C -3.577 0.501 -1.977
50 H -0.604 -0.011 -0.482
51 C -2.541 0.658 -1.066
52 S 4.451 -0.071 -0.238
53 H 0.315 2.132 -1.853
54 H 0.473 -3.943 -0.838
55 H -1.376 2.915 1.990
56 C 2.084 0.179 -2.395

Okay, here come the Mulliken numbers, in e, for every atom: 0.51 0.45 -0.70 -0.64 0.49 0.73 -0.64 0.59 -1.27 -0.83 -0.72 -1.16 -0.72 -1.06 -1.21 0.16 0.59 0.37 -0.75 -0.93 0.99 0.42 -1.17 -0.71 -0.08 -0.61 0.38 -0.54 0.30 0.44 0.45 0.45 -0.50 0.45 0.38 0.46 -0.29 0.52 0.36 0.00 0.57 0.45 0.36 0.30 0.86 0.42 0.32 0.70 -0.69 1.11 -0.39 1.39 0.51 0.59 0.23 -1.67

***

(4)
Computed, not measured: 7 unconnected molecules or ions with the total composition C28H51N5O4, with wB97M-V/def2-TZVPD.

Properties
SMILES string: CCOC(C)=O.CCOC(C)=O.CCCC#N.CCCC#N.CCCC#N.CCCC#N.CCCC#N
HOMO-LUMO gap (hartree): 0.3879
Highest occupied orbital energy (eV): -10.37

Geometry (Å):
1 H 2.164 -27.091 -17.465
2 C 5.480 -30.000 -10.460
3 H 3.965 -32.674 -5.560
4 H 6.441 -30.198 -9.986
5 H 11.979 -29.186 -10.933
6 H 10.280 -32.716 -7.742
7 H 7.253 -31.661 -11.853
8 H 9.661 -28.705 -10.586
9 H 5.738 -28.246 -11.704
10 N 0.759 -35.663 -6.668
11 H 2.918 -25.552 -17.007
12 C 2.993 -34.195 -6.665
13 H 9.073 -33.177 -16.549
14 N 3.263 -29.579 -15.106
15 H 6.946 -32.582 -10.295
16 H 4.901 -26.557 -16.544
17 H 6.015 -32.766 -13.670
18 C 8.505 -26.955 -9.116
19 H 3.907 -34.711 -6.962
20 H 1.542 -23.707 -10.137
21 H 7.740 -33.410 -17.450
22 H 4.790 -33.504 -14.603
23 H 7.516 -30.817 -17.779
24 H 3.240 -26.239 -9.353
25 H 5.085 -31.009 -10.579
26 N 7.402 -26.774 -9.207
27 N 4.488 -21.852 -10.428
28 H 1.594 -24.266 -8.560
29 C 3.173 -33.400 -5.375
30 H 7.066 -33.418 -11.913
31 H 5.308 -25.083 -10.017
32 C 4.483 -28.506 -17.116
33 C 10.372 -27.895 -10.421
34 H 4.677 -31.731 -14.383
35 H 12.387 -28.140 -9.528
36 H 3.386 -34.121 -4.587
37 H 5.543 -28.661 -16.913
38 H 9.337 -31.238 -18.130
39 H 5.118 -28.244 -9.248
40 C 4.816 -29.901 -7.948
41 C 11.077 -32.798 -8.482
42 C 3.030 -26.448 -17.618
43 C 4.721 -29.259 -9.255
44 H 4.904 -29.447 -12.635
45 C 4.447 -23.006 -10.132
46 H 11.012 -31.184 -9.808
47 H 2.854 -26.120 -18.642
48 C 5.640 -29.323 -11.841
49 H 1.954 -31.786 -4.278
50 H 2.775 -33.526 -7.497
51 O 5.522 -32.244 -16.854
52 C 6.093 -32.418 -15.758
53 H 8.811 -30.590 -16.697
54 H 0.993 -32.734 -5.222
55 C 10.748 -32.240 -9.863
56 C 5.353 -32.575 -14.515
57 H 10.054 -27.184 -11.183
58 H 11.390 -32.635 -10.651
59 C 8.868 -32.660 -11.167
60 O 9.537 -32.852 -12.212
61 C 8.160 -32.639 -16.804
62 C 8.463 -31.265 -17.479
63 H 10.446 -26.211 -8.931
64 H 4.988 -26.785 -18.312
65 C 2.010 -32.341 -5.214
66 H 4.240 -28.985 -18.064
67 O 7.412 -32.551 -15.595
68 H 12.036 -32.379 -8.180
69 H 3.144 -25.492 -10.953
70 H 6.538 -29.716 -12.318
71 C 11.893 -28.190 -10.498
72 C 9.967 -27.185 -9.032
73 H 11.174 -33.843 -8.776
74 N 4.887 -30.471 -6.934
75 H 1.977 -31.541 -5.954
76 H 10.090 -27.786 -8.132
77 C 4.417 -27.008 -17.410
78 C 1.770 -35.009 -6.665
79 O 9.368 -32.482 -9.954
80 H 12.349 -27.613 -11.302
81 C 3.094 -25.297 -9.882
82 C 3.822 -29.110 -16.002
83 H 1.101 -25.435 -9.655
84 C 1.801 -24.604 -9.575
85 H 3.649 -29.162 -9.423
86 C 7.390 -32.584 -11.291
87 C 4.466 -24.469 -9.697
88 H 4.712 -24.455 -8.635

Okay, here come the Mulliken numbers, in e, for every atom: 0.34 -0.17 0.24 0.10 0.28 0.30 -0.39 0.15 0.31 -0.47 0.26 -0.31 0.38 -0.52 0.31 0.36 -0.18 0.06 0.36 0.37 0.32 0.31 0.24 0.13 0.53 -0.34 -0.45 0.33 -0.34 0.41 0.24 -0.26 -0.22 0.11 0.37 0.35 0.10 0.39 -0.10 0.14 -1.22 -1.12 -0.03 0.39 0.17 -0.11 0.34 -1.29 0.36 0.17 -0.62 0.67 0.30 0.37 0.14 -0.27 0.40 0.37 0.44 -0.66 -0.30 -1.06 0.28 0.33 -1.17 0.35 -0.27 0.38 0.28 0.30 -1.19 -0.45 0.32 -0.51 0.27 0.33 -0.54 0.18 -0.25 0.35 -0.06 0.38 0.34 -1.30 0.34 -0.10 -0.33 0.28

***

(5)
Computed, not measured: C3H5NOS2 in the gas phase, with wB97M-V/def2-TZVPD.

Properties
HOMO-LUMO gap (hartree): 0.3191
Highest occupied orbital energy (eV): -8.24

Geometry (Å):
1 H -1.134 0.030 -1.976
2 H 1.059 -0.974 -2.085
3 C -0.356 -0.064 1.251
4 N 0.514 -1.123 -1.297
5 H -0.826 -0.336 2.274
6 O 1.036 2.187 0.301
7 H 0.983 -1.464 -0.473
8 S 0.862 1.447 1.536
9 C -0.579 -0.328 -1.093
10 H -1.916 0.898 0.099
11 S 1.384 -0.515 1.439
12 C -1.027 0.242 0.023

Okay, here come the Mulliken numbers, in e, for every atom: 0.30 0.20 -0.37 -0.38 0.40 -0.47 0.13 0.40 0.01 0.30 -0.23 -0.29

***

| no. | DFT total energy (a.u.) |
| --- | --- |
| 1 | -6228.76966 |
| 2 | -228.97959 |
| 3 | -1700.69183 |
| 4 | -1672.08418 |
| 5 | -1043.60097 |